Record 1
Entry from OMol25: C2HF3 in the gas phase at a distorted geometry (wB97M-V/def2-TZVPD).

```
6
C2HF3 wB97M-V/def2-TZVPD
F 0.82667 -1.07247 -0.39704
F -1.24687 -0.28929 1.47452
F 0.76922 0.80807 -1.27829
C -0.63903 0.50171 0.54682
C 0.25503 0.07271 -0.31344
H -0.83729 1.53673 0.40705
```

Properties
SMILES: FC=C(F)F

natural (NBO) population analysis, charges in e, atoms 1 to 4: -0.285, -0.306, -0.301, 0.030

Record 2
Entry from OMol25: C4H7N3 in the gas phase at a distorted geometry (wB97M-V/def2-TZVPD).

```
14
C4H7N3 wB97M-V/def2-TZVPD
N -0.96121 -3.43801 -0.99063
N 0.14458 -0.27613 -1.89480
N -0.72722 -0.22488 0.24110
C -0.13070 1.07719 0.49377
C 1.33822 0.96429 0.89933
C -0.42613 -0.87513 -0.91958
C -0.77518 -2.29756 -0.93968
H 1.45651 0.43092 1.84986
H -1.02036 -0.78301 1.02601
H 0.26918 -0.88870 -2.69443
H -0.21129 1.62333 -0.44807
H 1.76879 1.96093 1.03391
H -0.69969 1.61253 1.26147
H 1.87479 0.43334 0.11027
```

Properties
SMILES: [H]/N=C(\C#N)NCC

natural (NBO) population analysis, charges in e, atoms 1 to 4: -0.269, -0.676, -0.576, -0.228

| no. | total energy (Ha) | M (g mol⁻¹) | orbital gap (eV) |
| --- | --- | --- | --- |
| 1 | -376.35238 | 82.02 | 10.98 |
| 2 | -320.86748 | 97.12 | 10.40 |